A:
Formula: C4H11N2S
Source: the Open Molecules 2025 dataset
Level of theory: ωB97M-V/def2-TZVPD

Each line ends with the Löwdin charge.
Cartesian coordinates (Å):
C -1.60 -1.35 0.30  -0.1708
C -0.37 0.23 0.07  -0.7810
C 2.19 0.50 0.41  -0.0336
C 0.96 0.23 -0.56  -0.2686
N -0.59 -0.78 1.15  0.0708
N -1.29 -0.52 -0.79  0.0494
S -1.01 1.96 0.31  0.8604
H -1.31 -2.43 -0.13  0.1863
H -2.64 -1.29 0.72  0.1694
H 2.27 1.61 0.34  0.0739
H 3.03 0.06 -0.03  0.0559
H 1.81 0.17 1.46  0.1201
H 1.11 -0.79 -1.08  0.1449
H 0.92 0.90 -1.45  0.1250
H -0.86 -0.48 2.05  0.1136
H -0.85 -0.75 -1.72  0.2068
H -1.95 0.16 -1.27  0.1910
H 0.17 2.57 0.19  -0.1135

Output
HOMO level ... -14.070 eV
Molecular weight ... 119.2 g/mol
Charge ... +1
Kohn-Sham gap ... 10.5963 eV
Spin multiplicity ... 1

***

B:
Formula: C4H11N2S
Source: the Open Molecules 2025 dataset
Level of theory: ωB97M-V/def2-TZVPD

Each line ends with the Löwdin charge.
Cartesian coordinates (Å):
C -0.95 1.86 0.18  -0.0728
C -0.72 0.33 0.60  -0.2138
C 0.14 0.19 1.92  -0.0839
C 0.18 -0.66 -0.70  -0.2833
N -0.51 -0.78 -1.79  0.2140
N 1.35 -1.08 -0.44  -0.3293
S 2.54 -1.96 -1.25  0.9456
H -0.04 2.41 0.54  0.0925
H -1.21 2.00 -0.87  0.0540
H -1.96 2.13 0.75  0.1303
H -1.76 -0.13 0.64  0.1347
H -0.02 -0.91 2.15  0.0959
H -0.27 0.76 2.82  0.1188
H 1.20 0.35 1.78  0.0602
H -1.37 -0.37 -1.90  0.1022
H -0.07 -1.32 -2.55  0.1342
H 1.64 -0.88 0.47  0.0483
H 1.83 -1.94 -2.35  -0.1476

Output
SMILES ... CC(C)C(=[NH2+])NS
HOMO level ... -13.745 eV
Molecular weight ... 119.2 g/mol
Charge ... +1
Kohn-Sham gap ... 10.3463 eV
Spin multiplicity ... 1

***

C:
Formula: C4H11N2S
Source: the Open Molecules 2025 dataset
Level of theory: ωB97M-V/def2-TZVPD

Each line ends with the Löwdin charge.
Cartesian coordinates (Å):
C -1.47 -0.92 -0.47  -0.5489
C 1.91 2.00 1.87  -0.0351
C -0.71 -3.00 -2.18  -0.3994
C 0.51 2.33 1.50  -0.1492
N -0.33 -0.35 -0.65  0.0147
N -0.30 1.63 0.89  0.1562
S -2.03 -2.38 -1.18  0.9528
H 1.98 1.13 2.55  0.1039
H 2.39 2.80 2.42  0.0798
H 2.67 1.75 1.11  0.1037
H -1.21 -3.83 -2.78  0.0807
H 0.14 -3.40 -1.65  0.0486
H -0.36 -2.34 -2.94  0.0345
H 0.27 3.40 1.68  0.1521
H 0.22 -0.88 -1.37  0.1005
H -0.07 0.67 0.23  0.0581
H -1.26 1.97 0.79  0.1463
H -2.34 -0.58 0.17  0.1008

Output
HOMO level ... -13.283 eV
Molecular weight ... 119.2 g/mol
Charge ... +1
Kohn-Sham gap ... 9.8062 eV
Spin multiplicity ... 1

***

Stability summary: most stable C, least stable A.

***

A:
Formula: C4H11N2S
Source: the Open Molecules 2025 dataset
Level of theory: ωB97M-V/def2-TZVPD

Each line ends with the Löwdin charge.
Cartesian coordinates (Å):
C 0.69 -0.30 -0.97  -0.1130
C 0.23 1.18 -0.97  -0.0976
C -1.06 -0.58 0.54  -0.4911
C 1.25 -0.47 1.39  -0.0500
N 0.31 -0.83 0.37  -0.2248
N -1.04 1.20 -0.19  0.0860
S -2.25 -1.49 -0.39  0.8898
H 0.10 -0.95 -1.68  0.1068
H 1.72 -0.52 -1.04  0.1186
H 0.93 1.76 -0.49  0.0994
H 0.05 1.46 -1.94  0.1098
H -1.25 -0.46 1.56  0.0830
H 2.11 -0.02 1.10  0.0534
H 0.74 0.19 2.09  0.0894
H 1.62 -1.46 1.98  0.1618
H -0.98 1.68 0.73  0.1558
H -1.80 1.49 -0.78  0.1277
H -1.34 -1.87 -1.31  -0.1049

Output
HOMO level ... -13.800 eV
Molecular weight ... 119.2 g/mol
Charge ... +1
Kohn-Sham gap ... 10.5570 eV
Spin multiplicity ... 1

***

B:
Formula: C4H11N2S
Source: the Open Molecules 2025 dataset
Level of theory: ωB97M-V/def2-TZVPD

Each line ends with the Löwdin charge.
Cartesian coordinates (Å):
C -0.44 1.35 -0.31  -0.1086
C -2.20 0.06 0.88  -0.0732
C -1.80 1.40 0.25  -0.1967
C 1.67 0.19 -0.57  -0.4868
N 0.46 0.49 -0.22  0.0450
N 1.57 -2.27 -0.78  0.0075
S 2.96 0.49 0.55  0.8793
H -0.26 2.29 -0.95  0.1741
H -1.91 -0.01 1.89  0.0647
H -3.22 -0.19 0.72  0.0734
H -1.54 -0.65 0.33  0.0744
H -1.76 2.25 0.99  0.1486
H -2.55 1.57 -0.57  0.1442
H 1.68 -0.19 -1.51  0.0634
H 1.20 -2.94 -0.02  0.0974
H 2.55 -2.49 -0.65  0.0340
H 1.28 -2.43 -1.75  0.0571
H 2.31 1.07 1.73  0.0021

Output
HOMO level ... -14.161 eV
Molecular weight ... 119.2 g/mol
Charge ... +1
Kohn-Sham gap ... 9.6705 eV
Spin multiplicity ... 1

***

Stability summary: most stable A, least stable B.

***

A:
Formula: HO5S
Source: the Open Molecules 2025 dataset
Level of theory: ωB97M-V/def2-TZVPD

Each line ends with the Löwdin charge.
Cartesian coordinates (Å):
O -2.02 0.55 -0.66  -0.3653
O -0.74 -1.09 0.72  -0.3567
O -0.05 -0.72 -1.63  -0.3444
O 1.76 0.34 0.76  -0.1998
O 0.81 1.34 0.30  -0.3295
S -0.76 -0.21 -0.45  0.6192
H 1.00 -0.20 0.97  -0.0236

Output
HOMO level (spin up / spin down) ... -4.480 / -4.477 eV
Molecular weight ... 113.1 g/mol
Charge ... -1
Kohn-Sham gap (spin up / spin down) ... 8.2116 / 8.2089 eV
Spin multiplicity ... 1

***

B:
Formula: HO5S
Source: the Open Molecules 2025 dataset
Level of theory: ωB97M-V/def2-TZVPD

Each line ends with the Löwdin charge.
Cartesian coordinates (Å):
O 0.26 -1.60 -0.39  -0.5435
O 2.01 -0.23 0.80  -0.5177
O -1.83 0.42 0.23  -0.0754
O -0.68 1.25 0.33  -0.2720
O 0.22 1.11 -0.67  -0.3747
S 1.32 -0.56 -0.45  0.7477
H -1.29 -0.40 0.15  0.0356

Output
HOMO level ... -4.153 eV
Molecular weight ... 113.1 g/mol
Charge ... -1
Kohn-Sham gap ... 8.1431 eV
Spin multiplicity ... 1

***

Stability summary: most stable A, least stable B.

***

A:
Formula: C7H16N4S
Source: the Open Molecules 2025 dataset
Level of theory: ωB97M-V/def2-TZVPD

Each line ends with the Löwdin charge.
Cartesian coordinates (Å):
C 3.08 -0.61 -0.26  -0.0607
C 2.38 0.70 -0.59  -0.1242
C 0.94 0.73 -0.13  -0.1836
N 0.33 -0.31 0.37  0.1861
C -1.09 -0.25 0.71  -0.7135
N -1.34 -1.12 1.69  0.0790
S -1.93 -0.72 -1.00  0.8906
C -1.85 -2.51 -1.28  -0.3475
C -1.62 1.23 1.03  -0.0202
C -0.90 2.19 0.09  -0.2487
N -1.48 3.36 -0.15  0.2814
N 0.31 1.90 -0.35  0.2291
H 2.47 -1.43 -0.59  0.0864
H 3.16 -0.61 0.79  0.0749
H 4.09 -0.58 -0.72  0.1247
H 2.42 0.85 -1.69  0.1604
H 3.03 1.43 -0.07  0.1578
H 0.90 -1.04 0.68  0.1403
H -1.92 -0.90 2.56  0.1683
H -1.05 -2.10 1.72  0.1265
H -2.77 -2.98 -0.99  0.0429
H -0.99 -2.92 -0.85  0.0108
H -1.77 -2.59 -2.39  0.0649
H -1.37 1.57 2.08  0.1747
H -2.76 1.05 0.80  0.1692
H -2.39 3.62 0.27  0.1878
H -0.96 3.86 -0.91  0.1866
H 0.79 2.64 -0.72  0.1561

Output
SMILES ... CCC1=[NH+][C@](N)(SC)CC(=[NH2+])N1
HOMO level ... -15.733 eV
Molecular weight ... 188.3 g/mol
Charge ... +2
Kohn-Sham gap ... 6.9866 eV
Spin multiplicity ... 1

***

B:
Formula: C7H16N4S
Source: the Open Molecules 2025 dataset
Level of theory: ωB97M-V/def2-TZVPD

Each line ends with the Löwdin charge.
Cartesian coordinates (Å):
C 1.27 -1.58 -2.80  -0.3237
S -0.12 -0.39 -3.01  0.9763
C -0.40 0.17 -1.21  -0.6401
C -1.15 1.54 -1.35  0.0029
N -1.18 -0.71 -0.41  0.1704
C -1.05 -0.82 0.86  -0.1879
N -1.86 -1.55 1.67  0.2731
C 0.10 -0.01 1.56  -0.1429
C -0.53 1.21 2.23  0.0028
C 1.21 0.33 0.60  -0.2854
N 2.39 0.57 1.00  0.2719
N 0.92 0.39 -0.67  0.1542
H 1.60 -2.06 -3.70  0.0650
H 0.94 -2.35 -2.17  0.0210
H 2.09 -1.09 -2.35  0.0132
H -1.08 2.05 -0.46  0.0497
H -2.21 1.32 -1.55  0.1203
H -0.84 2.09 -2.13  0.0463
H -1.87 -1.32 -0.82  0.1951
H -1.77 -1.77 2.59  0.1066
H -2.54 -2.16 1.25  0.1469
H 0.50 -0.56 2.44  0.1767
H -0.88 1.92 1.54  0.0603
H 0.37 1.71 2.81  0.1534
H -1.28 1.11 2.97  0.0938
H 2.59 0.69 2.03  0.1964
H 3.20 0.69 0.40  0.1711
H 1.58 0.59 -1.31  0.1128

Output
SMILES ... CS[C@]1(C)NC(=[NH2+])[C@@H](C)C(=[NH2+])N1
HOMO level ... -16.407 eV
Molecular weight ... 188.3 g/mol
Charge ... +2
Kohn-Sham gap ... 9.2345 eV
Spin multiplicity ... 1

***

Stability summary: most stable B, least stable A.

***

A:
Formula: C3H10N3O
Source: the Open Molecules 2025 dataset
Level of theory: ωB97M-V/def2-TZVPD

Each line ends with the Löwdin charge.
Cartesian coordinates (Å):
N -0.20 -0.83 2.66  0.1998
C -0.48 -0.21 1.50  -0.5675
N -0.48 1.21 1.47  0.1162
O -0.57 -0.88 0.45  -0.0083
H 0.09 -1.83 2.67  0.1487
H -0.13 -0.28 3.53  0.1427
H 0.26 1.50 0.84  0.0845
H -1.39 1.40 0.97  0.1310
C 1.49 -0.57 -1.80  0.0130
C -0.21 1.07 -2.47  0.1465
N 0.19 0.17 -1.69  -0.0170
H 1.30 -1.64 -1.84  0.1010
H 2.17 -0.25 -1.01  0.1097
H 1.88 -0.26 -2.81  0.1077
H 0.33 1.35 -3.38  0.1282
H -1.07 1.62 -2.18  0.1074
H -0.34 -0.14 -0.82  0.0565

Output
HOMO level ... -14.308 eV
Molecular weight ... 104.1 g/mol
Charge ... +1
Kohn-Sham gap ... 10.0400 eV
Spin multiplicity ... 1

***

B:
Formula: C3H10N3O
Source: the Open Molecules 2025 dataset
Level of theory: ωB97M-V/def2-TZVPD

Each line ends with the Löwdin charge.
Cartesian coordinates (Å):
O -1.61 2.05 0.19  -0.0109
C -1.00 1.06 0.93  -0.1520
N -0.10 0.47 -0.21  -0.0217
C 1.42 0.08 0.12  -0.0285
N 1.38 -1.36 0.16  0.0166
C 0.42 -1.73 -0.83  -0.1392
N -0.72 -0.75 -0.61  0.0356
H -2.12 2.69 0.66  0.1043
H -1.61 0.34 1.43  0.1250
H -0.57 1.68 1.82  0.1686
H -0.08 1.13 -0.98  0.1753
H 1.72 0.47 1.10  0.1409
H 2.02 0.48 -0.65  0.1210
H 1.26 -1.76 1.03  0.1039
H 0.73 -1.46 -1.79  0.1041
H 0.04 -2.73 -0.89  0.1356
H -1.17 -0.67 -1.49  0.1215

Output
SMILES ... OC[N@H+]1CNCN1
HOMO level ... -14.541 eV
Molecular weight ... 104.1 g/mol
Charge ... +1
Kohn-Sham gap ... 11.6129 eV
Spin multiplicity ... 1

***

Stability summary: most stable A, least stable B.

***

A:
Formula: C3H9N
Source: the Open Molecules 2025 dataset
Level of theory: ωB97M-V/def2-TZVPD

Each line ends with the Löwdin charge.
Cartesian coordinates (Å):
C -0.86 1.16 0.51  -0.1468
C 0.26 0.26 0.98  -0.2425
N 0.99 -0.25 -0.25  -0.1847
C 0.33 -1.10 -1.04  -0.2604
H -1.79 0.60 0.04  0.0895
H -1.57 1.50 1.28  0.0477
H -0.63 2.10 -0.20  0.1243
H 0.79 0.95 1.42  0.0412
H -0.04 -0.64 1.54  0.1213
H 1.90 -0.52 0.04  0.0938
H 1.36 -1.37 -1.75  0.1445
H -0.58 -0.64 -1.79  0.1236
H -0.16 -2.05 -0.77  0.0485

Output
SMILES ... CCNC
HOMO level ... -8.597 eV
Molecular weight ... 59.1 g/mol
Charge ... 0
Kohn-Sham gap ... 9.7185 eV
Spin multiplicity ... 1

***

B:
Formula: C3H9N
Source: the Open Molecules 2025 dataset
Level of theory: ωB97M-V/def2-TZVPD

Each line ends with the Löwdin charge.
Cartesian coordinates (Å):
C 1.96 -0.21 -1.63  -0.0335
C 1.08 -0.57 -0.72  -0.3080
N 0.94 -0.06 0.58  0.0341
H 2.69 0.57 -1.53  0.0420
H 1.90 -0.73 -2.58  0.0405
H 0.38 -1.35 -0.96  0.0911
H 0.12 -0.43 1.01  0.0557
H 1.05 0.93 0.62  0.0775
C -3.13 0.60 1.31  -0.0507
H -2.11 0.79 1.65  -0.0017
H -3.09 1.06 0.32  0.0203
H -3.23 -0.48 1.18  0.0162
H -3.88 0.88 2.04  0.0167

Output
SMILES ... C=CN.C
HOMO level ... -8.466 eV
Molecular weight ... 59.1 g/mol
Charge ... 0
Kohn-Sham gap ... 9.3653 eV
Spin multiplicity ... 1

***

Stability summary: most stable B, least stable A.